Formula: C17H19ClO3
Source: the OMol25 dataset
Level of theory: ωB97M-V with the def2-TZVPD basis set

Cartesian coordinates (Å):
C1 2.790 -2.242 2.484
H1 2.472 -3.033 3.337
O1 1.611 -1.361 2.430
C2 0.462 -1.634 1.983
C3 0.138 -2.797 1.815
C4 -1.020 -3.278 1.227
C5 -1.883 -2.320 1.060
C6 -1.909 -0.983 1.382
C7 -0.617 -0.578 1.739
O2 -0.359 0.692 2.064
C8 0.780 1.226 1.607
C9 0.491 2.846 1.373
C10 -0.131 3.076 0.324
O3 0.659 2.390 -0.933
C11 0.095 2.472 -2.090
C12 -0.945 2.842 -2.618
C13 -1.332 2.756 -3.760
C14 -0.527 2.174 -4.830
C15 0.505 1.611 -4.388
C16 1.094 1.766 -3.200
Cl1 2.518 1.346 -2.616
H2 1.377 1.224 -5.342
H3 -0.964 1.982 -5.924
H4 -2.335 2.999 -4.287
H5 -2.038 3.301 -1.834
H6 -1.098 2.280 0.258
H7 -0.296 4.089 0.113
H8 1.454 3.196 1.334
H9 0.155 3.239 2.198
H10 1.597 1.172 2.678
H11 1.277 0.796 0.881
H12 -2.640 -0.186 1.304
H13 -3.108 -2.699 0.801
C17 -1.339 -4.690 1.027
H14 -2.363 -4.860 0.592
H15 -0.790 -5.340 0.128
H16 -1.440 -5.312 1.952
H17 1.111 -3.851 1.633
H18 2.938 -2.663 1.473
H19 3.608 -1.647 2.621

Summary:
**Energy relative to the best compared isomer or geometry (same formula, charge and spin)**: 371.8 kcal per mole
**Total charge**: 0
**Total energy**: -36585.422 eV

Löwdin atomic charge list, values in e, 2 entries: C -0.0053; H 0.1498